[1]
{"formula": "C11H22N4OPReS4SbSe", "method": "ωB97M-V/def2-TZVPD", "multiplicity": 1, "energy_ha": -5379.6507, "charge": 3, "e_lumo_ev": -12.72, "homo_lumo_gap_ha": 0.17590, "mol_weight_g_mol": 772.49, "symbols": ["Re", "S", "Sb", "S", "S", "S", "Se", "C", "C", "C", "N", "C", "C", "H", "H", "H", "H", "C", "N", "C", "P", "O", "N", "C", "C", "N", "C", "C", "H", "H", "H", "H", "H", "H", "H", "H", "H", "H", "H", "H", "H", "H", "H", "H", "H", "H"], "positions_angstrom": [[-1.00, -0.89, 0.66], [1.20, -4.94, 0.87], [-0.75, -4.58, 1.69], [-0.39, -1.52, 2.54], [-1.79, -2.56, -0.32], [-2.55, -4.92, 2.81], [-2.77, 0.57, 1.02], [-4.00, -0.26, 2.30], [-5.22, -0.67, 1.80], [-6.10, -1.21, 2.75], [-5.81, -1.32, 4.04], [-4.63, -0.88, 4.47], [-3.66, -0.34, 3.64], [-5.50, -0.59, 0.77], [-7.07, -1.56, 2.43], [-4.45, -0.96, 5.54], [-2.73, 0.02, 4.05], [3.13, -0.62, 0.49], [2.71, -0.36, -0.89], [3.70, -0.78, -1.91], [1.54, 0.70, -1.18], [0.22, 0.04, -0.32], [1.70, 2.13, -0.50], [3.04, 2.76, -0.54], [0.67, 2.95, 0.16], [1.10, 0.70, -2.72], [0.86, 1.94, -3.49], [0.85, -0.54, -3.47], [4.08, -0.13, 0.70], [3.25, -1.70, 0.63], [2.39, -0.25, 1.20], [4.68, -0.36, -1.66], [3.42, -0.44, -2.90], [3.77, -1.87, -1.91], [3.74, 2.16, -1.11], [3.42, 2.88, 0.48], [2.97, 3.74, -1.02], [-0.30, 2.47, 0.11], [0.60, 3.91, -0.35], [0.95, 3.11, 1.20], [1.02, 2.81, -2.86], [-0.17, 1.94, -3.84], [1.54, 1.97, -4.34], [0.98, -1.42, -2.83], [1.55, -0.62, -4.31], [-0.16, -0.52, -3.87]]}

***

[2]
{"formula": "C11H22NO", "method": "ωB97M-V/def2-TZVPD", "e_above_lowest_kcal_mol": 80.15, "multiplicity": 1, "energy_ha": -561.9624, "charge": 1, "e_lumo_ev": -3.26, "homo_lumo_gap_ha": 0.36926, "mol_weight_g_mol": 184.30, "symbols": ["C", "C", "C", "C", "C", "C", "C", "C", "C", "C", "C", "N", "O", "H", "H", "H", "H", "H", "H", "H", "H", "H", "H", "H", "H", "H", "H", "H", "H", "H", "H", "H", "H", "H", "H"], "positions_angstrom": [[3.55, -0.18, -0.31], [1.49, 1.79, 1.52], [2.41, -0.63, 0.16], [1.11, 1.38, 0.15], [2.21, -2.04, 0.74], [0.30, 2.40, -0.65], [-3.00, 1.26, -0.02], [-1.50, -2.36, -0.08], [0.72, -0.28, -1.58], [-3.08, -0.29, 0.11], [-1.63, -0.86, 0.31], [1.24, 0.18, -0.33], [-0.78, -0.20, 0.83], [3.52, 0.85, -0.50], [4.33, -0.91, -0.36], [2.27, 1.27, 2.00], [1.73, 2.90, 1.39], [2.15, -2.88, -0.11], [1.25, -1.94, 1.31], [3.13, -2.34, 1.15], [-0.74, 2.08, -0.51], [0.54, 2.33, -1.68], [0.49, 3.35, -0.29], [-3.92, 1.69, -0.31], [-2.72, 1.78, 0.90], [-2.24, 1.49, -0.76], [-0.71, -3.08, 0.56], [-1.07, -2.46, -1.02], [-2.38, -3.04, -0.03], [1.51, -0.03, -2.47], [0.72, -1.33, -1.44], [-0.31, 0.10, -1.75], [-3.67, -0.40, 1.07], [-3.54, -0.68, -0.73], [0.54, 1.94, 1.99]]}

***

[3]
{"formula": "C11H22O2", "method": "ωB97M-V/def2-TZVPD", "e_above_lowest_kcal_mol": 2.15, "multiplicity": 1, "energy_ha": -582.8427, "smiles": "CCCCCCCCCCC(=O)O", "e_lumo_ev": 0.74, "homo_lumo_gap_ha": 0.40822, "mol_weight_g_mol": 186.29, "symbols": ["C", "C", "C", "C", "C", "C", "C", "C", "C", "C", "C", "O", "O", "H", "H", "H", "H", "H", "H", "H", "H", "H", "H", "H", "H", "H", "H", "H", "H", "H", "H", "H", "H", "H", "H"], "positions_angstrom": [[5.23, -0.38, 0.73], [3.89, -0.82, 1.30], [3.23, 0.30, 2.11], [1.88, -0.10, 2.72], [0.81, -0.35, 1.66], [-0.58, -0.52, 2.28], [-1.64, -0.95, 1.27], [-1.90, 0.10, 0.19], [-2.99, -0.34, -0.78], [-3.19, 0.68, -1.90], [-1.94, 0.82, -2.73], [-1.28, 1.82, -2.83], [-1.63, -0.32, -3.37], [5.11, 0.48, 0.08], [5.69, -1.18, 0.16], [5.91, -0.10, 1.54], [4.03, -1.69, 1.94], [3.24, -1.10, 0.47], [3.91, 0.59, 2.92], [3.09, 1.17, 1.47], [1.54, 0.71, 3.37], [2.01, -0.99, 3.33], [0.80, 0.48, 0.96], [1.05, -1.26, 1.10], [-0.88, 0.42, 2.75], [-0.52, -1.27, 3.07], [-1.33, -1.88, 0.80], [-2.58, -1.15, 1.80], [-0.98, 0.28, -0.37], [-2.19, 1.04, 0.67], [-2.73, -1.30, -1.22], [-3.94, -0.46, -0.24], [-3.45, 1.66, -1.49], [-4.00, 0.35, -2.56], [-0.82, -0.20, -3.88]]}

***

[4]
{"formula": "C11H23BCoF4NO2P2", "method": "ωB97M-V/def2-TZVPD", "e_above_lowest_kcal_mol": 0.00, "multiplicity": 4, "energy_ha": -3127.9990, "charge": 1, "e_lumo_ev": [-3.45, -4.74], "homo_lumo_gap_ha": [0.31086, 0.29269], "mol_weight_g_mol": 409.00, "symbols": ["Co", "P", "C", "C", "N", "C", "C", "C", "C", "C", "P", "H", "H", "H", "H", "H", "H", "H", "H", "O", "H", "H", "O", "H", "C", "H", "H", "H", "C", "H", "H", "H", "C", "H", "H", "H", "C", "H", "H", "H", "F", "B", "F", "F", "F"], "positions_angstrom": [[0.15, 0.01, -0.02], [-0.82, 1.87, -0.56], [0.04, 2.24, -2.13], [1.48, 1.76, -2.04], [1.74, 0.76, -1.17], [2.96, 0.21, -1.06], [4.04, 0.74, -1.77], [3.81, 1.78, -2.67], [2.51, 2.29, -2.82], [3.11, -0.99, -0.14], [1.46, -1.71, 0.12], [2.27, 3.09, -3.53], [5.03, 0.31, -1.62], [4.63, 2.20, -3.25], [3.78, -1.76, -0.57], [3.48, -0.70, 0.86], [-0.52, 1.68, -2.91], [-0.02, 3.32, -2.33], [-1.61, -2.62, -3.20], [-1.29, -1.74, -3.50], [-1.72, -1.55, -4.34], [-2.22, -3.76, -1.03], [-1.66, -3.83, -1.83], [-1.46, -4.79, -1.91], [1.15, -2.83, -1.25], [1.99, -3.54, -1.31], [0.18, -3.34, -1.11], [1.05, -2.25, -2.19], [1.34, -2.45, 1.73], [0.35, -2.92, 1.79], [2.14, -3.19, 1.88], [1.38, -1.65, 2.49], [-0.34, 3.11, 0.65], [-0.77, 4.09, 0.36], [-0.72, 2.77, 1.63], [0.76, 3.18, 0.72], [-2.57, 1.81, -0.85], [-3.00, 1.38, 0.07], [-2.96, 2.81, -1.04], [-2.77, 1.13, -1.70], [-1.29, -0.71, 1.47], [-1.76, 0.14, 2.66], [-0.58, 0.57, 3.31], [-2.45, 1.24, 2.11], [-2.56, -0.70, 3.41]]}

***

[5]
{"formula": "C11H23BMnN5O2S", "method": "ωB97M-V/def2-TZVPD", "e_above_lowest_kcal_mol": 15.59, "multiplicity": 4, "energy_ha": -2430.3505, "charge": 3, "e_lumo_ev": [-10.84, -10.84], "homo_lumo_gap_ha": [0.26587, 0.25780], "mol_weight_g_mol": 355.15, "symbols": ["Mn", "N", "N", "C", "N", "S", "H", "H", "H", "H", "H", "C", "C", "C", "O", "B", "O", "C", "C", "C", "H", "H", "H", "H", "H", "H", "H", "H", "H", "H", "H", "H", "C", "N", "C", "C", "N", "C", "H", "H", "H", "H", "H", "H"], "positions_angstrom": [[2.11, -0.19, 0.61], [3.42, -1.84, 0.77], [3.92, -2.07, 2.06], [3.54, -1.31, 3.09], [4.05, -1.54, 4.28], [2.38, -0.05, 2.88], [2.97, -2.69, 0.42], [4.20, -1.64, 0.14], [4.62, -2.80, 2.16], [4.73, -2.27, 4.46], [3.77, -0.97, 5.07], [-3.38, 0.04, -0.53], [-2.22, -0.66, -1.28], [-1.81, 0.11, -2.53], [-1.10, -0.67, -0.34], [0.18, -0.78, -0.57], [1.32, -1.07, -1.00], [-2.76, -2.03, -1.49], [-2.67, -3.03, -0.44], [-3.51, -2.34, -2.70], [-3.06, 1.06, -0.33], [-3.59, -0.45, 0.42], [-4.29, 0.08, -1.13], [-1.44, 1.09, -2.23], [-2.67, 0.27, -3.18], [-1.04, -0.42, -3.09], [-2.09, -2.76, 0.43], [-2.36, -4.00, -0.86], [-3.72, -3.23, -0.14], [-3.03, -1.95, -3.60], [-4.46, -1.78, -2.63], [-3.76, -3.39, -2.79], [0.71, 5.06, 1.15], [0.92, 3.75, 0.53], [0.98, 3.49, -0.82], [1.25, 2.17, -0.96], [1.37, 1.61, 0.31], [1.16, 2.61, 1.17], [0.17, 5.69, 0.44], [1.67, 5.52, 1.38], [0.12, 4.95, 2.05], [0.84, 4.27, -1.56], [1.40, 1.60, -1.86], [1.19, 2.53, 2.25]]}

***

[6]
{"formula": "C11H23BaO3P2", "method": "ωB97M-V/def2-TZVPD", "multiplicity": 1, "energy_ha": -1366.7076, "charge": -1, "e_lumo_ev": 2.07, "homo_lumo_gap_ha": 0.09385, "mol_weight_g_mol": 402.58, "symbols": ["C", "C", "C", "C", "C", "Ba", "P", "H", "H", "H", "H", "H", "H", "H", "H", "C", "C", "O", "P", "O", "C", "C", "O", "C", "C", "H", "H", "H", "H", "H", "H", "H", "H", "H", "H", "H", "H", "H", "H", "H"], "positions_angstrom": [[-0.16, -0.09, -4.14], [-1.26, -0.93, -4.48], [-0.97, -2.23, -3.99], [0.38, -2.25, -3.54], [0.87, -0.91, -3.56], [-1.38, 0.72, 0.05], [-1.34, 3.20, -2.02], [-0.09, 0.99, -4.31], [-2.17, -0.62, -5.00], [-1.63, -3.10, -4.06], [1.85, -0.58, -3.25], [0.94, -3.13, -3.22], [-2.36, 4.06, -1.47], [-1.76, 3.34, -3.38], [-0.34, 4.23, -2.09], [0.27, -3.29, 1.77], [-0.20, -2.65, 0.50], [0.16, -1.19, 0.45], [1.70, -0.47, 0.97], [1.67, -0.65, 2.56], [0.70, -0.14, 3.59], [-0.72, -0.01, 3.12], [0.96, 1.05, 0.80], [1.49, 2.31, 1.43], [0.33, 3.25, 1.55], [1.35, -3.47, 1.74], [-0.23, -4.26, 1.86], [0.03, -2.70, 2.67], [0.25, -3.09, -0.40], [-1.28, -2.70, 0.39], [0.78, -0.86, 4.40], [1.10, 0.83, 3.94], [-0.99, -0.82, 2.42], [-1.36, -0.13, 4.00], [-0.96, 1.00, 2.73], [1.92, 2.04, 2.41], [2.30, 2.68, 0.79], [-0.48, 2.86, 2.18], [0.67, 4.17, 2.03], [-0.07, 3.54, 0.56]]}

***

> What is the multiplicity in the second record?

1